{"formula": "C4H7NO2", "method": "ωB97M-V/def2-TZVPD", "lumo_energy_ev": 0.771, "homo_lumo_gap_ev": 10.69, "mol_weight_g_mol": 101.1, "e_above_lowest_ev": 0.110, "smiles": "C[C@H]1CNC(=O)O1", "charge": 0, "total_energy_ha": -361.876814, "symbols": ["C", "C", "C", "N", "C", "O", "O", "H", "H", "H", "H", "H", "H", "H"], "xyz": [[-1.58290, -0.88448, 0.04167], [-0.34072, -0.29338, -0.59725], [0.01693, 1.10977, -0.04249], [1.27717, 0.83064, 0.59514], [1.80735, -0.37549, 0.21923], [2.93512, -0.77078, 0.35417], [0.81379, -1.10637, -0.35395], [-1.58830, -0.71053, 1.12267], [-1.65036, -1.95979, -0.14178], [-2.46858, -0.40376, -0.38880], [-0.45057, -0.26184, -1.68441], [-0.73397, 1.46758, 0.67086], [0.10863, 1.84747, -0.84926], [1.85641, 1.51097, 1.05421]]}

{"formula": "C4H7NO2", "method": "ωB97M-V/def2-TZVPD", "lumo_energy_ev": 0.865, "homo_lumo_gap_ev": 10.65, "mol_weight_g_mol": 101.1, "e_above_lowest_ev": 1.562, "smiles": "C[C@@]1(C(N)=O)CO1", "charge": 0, "total_energy_ha": -361.823442, "symbols": ["C", "C", "C", "N", "O", "C", "O", "H", "H", "H", "H", "H", "H", "H"], "xyz": [[-1.07297, 0.06532, 1.14207], [-0.36772, -0.19929, -0.16429], [1.08358, 0.25173, -0.26339], [1.38988, 1.57466, -0.27012], [1.94902, -0.60550, -0.22437], [-0.57833, -1.43489, -0.89148], [-1.22990, -0.21469, -1.29637], [-2.03665, -0.45606, 1.14027], [-0.46425, -0.29646, 1.97615], [-1.27221, 1.13352, 1.29009], [2.37281, 1.77378, -0.39994], [0.72087, 2.27884, -0.53998], [0.18622, -1.75220, -1.59403], [-1.13086, -2.23399, -0.40058]]}

{"formula": "C4H7NO2", "method": "ωB97M-V/def2-TZVPD", "lumo_energy_ev": [-0.012, -0.011], "homo_lumo_gap_ev": [8.26, 8.26], "mol_weight_g_mol": 101.1, "e_above_lowest_ev": 3.944, "charge": 0, "total_energy_ha": -361.735922, "symbols": ["C", "C", "C", "O", "C", "O", "N", "H", "H", "H", "H", "H", "H", "H"], "xyz": [[-1.08464, -1.11762, 0.22502], [-0.34422, 0.00485, -0.52999], [0.80840, -0.47629, -1.35099], [-1.05954, 0.68270, -1.39983], [0.64221, 0.65148, 0.47611], [1.77288, 0.14364, 0.25849], [0.37764, 1.56078, 1.40150], [-1.54251, -1.78096, -0.51580], [-0.43574, -1.70357, 0.88866], [-1.89024, -0.67065, 0.81641], [1.25481, 0.27944, -1.98538], [0.93473, -1.51627, -1.66554], [1.11021, 1.96794, 1.96578], [-0.54400, 1.97453, 1.41555]]}

{"formula": "C4H7NO2", "method": "ωB97M-V/def2-TZVPD", "lumo_energy_ev": 0.349, "homo_lumo_gap_ev": 8.53, "mol_weight_g_mol": 101.1, "e_above_lowest_ev": 4.478, "charge": 0, "total_energy_ha": -361.716304, "symbols": ["O", "C", "C", "N", "C", "C", "O", "H", "H", "H", "H", "H", "H", "H"], "xyz": [[-1.55059, 0.85135, 1.45138], [-0.74020, 0.34218, 0.53158], [-0.94826, 0.42315, -0.94656], [0.16218, -0.40804, -1.45094], [1.23391, -0.44839, -0.43752], [0.43883, -0.29923, 0.84680], [0.90036, -0.38883, 2.15307], [-1.05220, 0.74193, 2.29171], [0.11455, -1.27583, 1.43496], [-1.92305, 0.03872, -1.27952], [-0.89582, 1.48447, -1.25581], [0.50414, -0.05673, -2.33817], [1.95975, 0.38323, -0.50445], [1.79640, -1.38800, -0.49653]]}

{"formula": "C4H7NO2", "method": "ωB97M-V/def2-TZVPD", "lumo_energy_ev": 0.116, "homo_lumo_gap_ev": 10.08, "mol_weight_g_mol": 101.1, "e_above_lowest_ev": 6.183, "charge": 0, "total_energy_ha": -361.653626, "symbols": ["C", "C", "C", "O", "C", "O", "N", "H", "H", "H", "H", "H", "H", "H"], "xyz": [[0.86820, 1.22327, 1.15322], [0.10389, 0.32128, 0.22034], [-1.08990, 0.75487, -0.52415], [0.16193, 0.59668, -1.16674], [0.18604, -1.11807, 0.54135], [0.36736, -1.74543, 1.67167], [0.12120, -2.27287, 0.05228], [0.68524, 2.26741, 0.88792], [0.55758, 1.05489, 2.18862], [1.94158, 1.02544, 1.07665], [-1.85137, 0.02553, -0.79816], [-1.42784, 1.78252, -0.39423], [-0.11026, -1.82243, -2.33101], [-0.56077, -1.88078, -2.91929]]}

{"formula": "C4H7NO2", "method": "ωB97M-V/def2-TZVPD", "lumo_energy_ev": 0.391, "homo_lumo_gap_ev": 8.95, "mol_weight_g_mol": 101.1, "e_above_lowest_ev": 1.931, "smiles": "C/C(=C\\O)C(N)=O", "charge": 0, "total_energy_ha": -361.809878, "symbols": ["C", "C", "C", "O", "C", "N", "O", "H", "H", "H", "H", "H", "H", "H"], "xyz": [[-0.98662, 0.16992, 1.00526], [0.15324, -0.26993, 0.10313], [0.89406, -1.36723, 0.42931], [1.43303, -1.35801, 1.65315], [0.31052, 0.18492, -1.27316], [-0.41744, 1.28896, -1.64170], [1.09557, -0.36154, -2.04056], [-1.90756, -0.14794, 0.49252], [-0.97616, -0.35403, 1.96753], [-1.08043, 1.24069, 1.21076], [1.08468, -2.24885, -0.17979], [1.35444, -0.38189, 1.74724], [-0.80241, 1.91053, -0.94745], [-0.15492, 1.69441, -2.52625]]}

{"formula": "C4H7NO2", "method": "ωB97M-V/def2-TZVPD", "lumo_energy_ev": 0.916, "homo_lumo_gap_ev": 9.75, "mol_weight_g_mol": 101.1, "e_above_lowest_ev": 4.122, "charge": 0, "total_energy_ha": -361.729363, "symbols": ["C", "N", "C", "C", "C", "O", "O", "H", "H", "H", "H", "H", "H", "H"], "xyz": [[-0.44521, 1.69425, -0.08440], [0.62157, -0.44497, -0.71002], [-1.01622, -1.14345, -1.32694], [-0.01415, 0.33816, 0.37024], [0.03486, -0.07253, 1.63281], [1.44091, -1.51499, -0.37878], [-0.91749, -2.30569, -1.22207], [0.87558, -2.30955, -0.54132], [1.04172, 0.13378, -1.43544], [-1.13341, 2.14092, 0.62959], [0.41739, 2.34825, -0.22104], [-0.97033, 1.63331, -1.03788], [0.39573, -1.05039, 1.89787], [-0.33094, 0.55291, 2.42737]]}

{"formula": "C4H7NO2", "method": "ωB97M-V/def2-TZVPD", "lumo_energy_ev": [0.868, 0.786], "homo_lumo_gap_ev": [8.39, 8.23], "mol_weight_g_mol": 101.1, "e_above_lowest_ev": 3.814, "charge": 0, "total_energy_ha": -361.740691, "symbols": ["N", "C", "O", "C", "C", "C", "O", "H", "H", "H", "H", "H", "H", "H"], "xyz": [[2.03509, 0.59788, 1.68267], [0.76793, 0.50969, 1.17816], [-0.06872, 1.37746, 1.33787], [0.50497, -0.81328, 0.42697], [-0.80656, -0.87494, -0.25989], [-1.97872, 0.40260, -1.75808], [-0.90161, -0.28150, -1.44414], [2.32014, 1.46383, 2.11271], [2.74686, -0.05892, 1.40921], [0.56814, -1.62580, 1.16076], [1.29852, -0.95417, -0.31611], [-1.75424, -0.91192, 0.27160], [-2.57273, 0.71733, -0.90665], [-2.22894, 0.43976, -2.81521]]}

{"formula": "C4H7NO2", "method": "ωB97M-V/def2-TZVPD", "lumo_energy_ev": -3.972, "homo_lumo_gap_ev": 3.15, "mol_weight_g_mol": 101.1, "e_above_lowest_ev": 6.791, "charge": 0, "total_energy_ha": -361.631281, "symbols": ["O", "C", "C", "C", "C", "N", "O", "H", "H", "H", "H", "H", "H", "H"], "xyz": [[-0.98031, 1.46870, 1.59317], [-1.08794, 2.45503, 0.86308], [-1.63563, 2.32092, -0.44172], [0.72967, -1.63909, -1.86862], [1.00747, -1.47659, -0.48810], [0.30522, -2.25010, 0.41803], [1.79634, -0.64882, -0.00331], [-0.62694, 3.40498, 1.15932], [-1.96826, 1.32518, -0.70779], [-1.60092, 3.09286, -1.19646], [1.29174, -1.00153, -2.53400], [-0.07156, -2.28275, -2.19568], [-0.05446, -3.15949, 0.25464], [0.47958, -2.01180, 1.38576]]}